A structure of composition C27H19Cl5N6Ru, computed with the ωB97M-V functional and the def2-TZVPD basis.

XYZ file:
```
58
C27H19Cl5N6Ru | the OMol25 dataset | the ωB97M-V functional and the def2-TZVPD basis
Ru 0.297 0.217 -1.518
C -3.117 3.067 3.718
C -2.110 2.294 2.916
C -1.771 0.980 3.259
C -0.917 0.243 2.475
C -0.312 0.774 1.325
N 0.423 -0.066 0.478
C 1.383 -0.887 1.033
C 2.059 -0.582 2.227
C 2.996 -1.436 2.766
C 3.350 -2.644 2.157
C 4.409 -3.537 2.738
C 2.703 -2.954 0.975
C 1.735 -2.108 0.441
N 1.046 -2.505 -0.735
C 0.538 -3.727 -0.935
C 0.111 -4.190 -2.165
C 0.615 -3.596 -3.365
N 0.947 -1.620 -1.792
C -0.588 2.108 1.041
C -1.509 2.836 1.798
N 0.072 2.807 -0.015
C 0.349 4.121 -0.056
C 1.017 4.387 -1.230
C 1.125 3.159 -1.865
N 0.562 2.201 -1.120
H -2.894 3.011 4.784
H -4.120 2.663 3.572
H -3.134 4.117 3.431
H -2.222 0.523 4.131
H -0.715 -0.793 2.718
H 1.831 0.346 2.734
H 3.484 -1.150 3.690
H 4.396 -3.502 3.827
H 5.404 -3.231 2.411
H 4.264 -4.573 2.433
H 2.943 -3.872 0.448
H 0.459 -4.337 -0.046
H -0.573 -5.026 -2.189
H 0.334 -3.868 -4.369
H -1.768 3.844 1.497
H 0.089 4.767 0.764
H 1.392 5.337 -1.565
H 1.594 2.906 -2.800
Cl -3.038 -0.210 0.074
C -2.828 0.541 -1.452
C -1.575 0.578 -2.051
C -1.506 1.074 -3.345
Cl 0.111 0.859 -4.018
C -2.557 1.612 -4.050
Cl -2.342 2.206 -5.639
C -3.796 1.639 -3.399
Cl -5.145 2.321 -4.198
C -3.931 1.092 -2.116
Cl -5.468 1.096 -1.358
N 2.084 -3.283 -3.136
C 1.253 -2.267 -2.962
H 2.565 -3.763 -2.368
```

Spin multiplicity: 2
Total charge: +1
Calculated total energy in eV: -102432.1675
LUMO energy (alpha / beta) in eV: -3.98 / -4.48
Strongest force on any atom in eV Å⁻¹: 0.71

Atomic partial charges in e from the Mulliken method, atoms 1 to 8:
1 Ru 0.349
2 C -1.595
3 C 0.462
4 C -0.920
5 C 0.600
6 C -0.537
7 N 0.405
8 C 0.858